{"formula": "C48H39ClN6P2PtSTe", "method": "ωB97M-V/def2-TZVPD", "charge": 2, "orbital_gap_ev": [5.195, 5.321], "e_homo_ev": [-10.647, -13.153], "energy_ev": -111806.52830, "multiplicity": 5, "e_above_lowest_kcal_mol": 0.0, "elements": ["Pt", "N", "C", "S", "N", "N", "C", "C", "C", "C", "C", "C", "C", "C", "C", "C", "C", "C", "N", "H", "H", "H", "H", "H", "H", "H", "H", "H", "H", "H", "Te", "C", "C", "C", "N", "C", "C", "C", "P", "C", "C", "C", "C", "C", "C", "C", "C", "C", "C", "C", "C", "P", "C", "C", "C", "C", "C", "C", "C", "C", "C", "C", "C", "C", "H", "H", "H", "H", "H", "H", "H", "H", "H", "H", "H", "H", "H", "H", "H", "H", "H", "H", "H", "H", "H", "H", "H", "H", "Cl", "C", "C", "C", "C", "N", "C", "H", "H", "H", "H"], "xyz": [[-0.454, 0.495, 0.971], [0.391, 4.812, 1.871], [0.242, 3.468, 1.693], [-0.476, 2.802, 0.284], [0.695, 2.673, 2.667], [0.533, 1.325, 2.535], [0.911, 0.518, 3.517], [1.468, 1.063, 4.757], [2.563, 0.485, 5.433], [3.007, 1.099, 6.611], [2.353, 2.226, 7.047], [1.170, 2.761, 6.445], [0.725, 2.113, 5.330], [0.645, -0.907, 3.290], [1.021, -1.992, 4.176], [0.716, -3.286, 3.824], [0.022, -3.549, 2.642], [-0.379, -2.479, 1.835], [-0.085, -1.214, 2.125], [0.121, 5.447, 1.115], [1.075, 5.043, 2.594], [3.005, -0.426, 5.019], [3.822, 0.687, 7.266], [2.744, 2.693, 7.965], [0.622, 3.625, 6.869], [-0.161, 2.484, 4.767], [1.490, -1.817, 5.157], [1.101, -4.079, 4.509], [-0.141, -4.575, 2.339], [-0.917, -2.637, 0.914], [-2.364, -0.968, -3.598], [-2.032, -2.975, -4.188], [-2.779, -4.012, -3.689], [-2.576, -5.289, -4.264], [-1.750, -5.528, -5.267], [-1.084, -4.492, -5.786], [-1.157, -3.198, -5.274], [-1.667, -0.887, -1.610], [-2.442, 0.153, -0.344], [-3.473, -0.843, 0.744], [-3.968, -2.091, 0.316], [-4.886, -2.799, 1.106], [-5.404, -2.255, 2.271], [-4.863, -1.009, 2.713], [-3.887, -0.314, 1.975], [-3.438, 1.455, -0.931], [-2.834, 2.491, -1.704], [-3.522, 3.655, -2.052], [-4.828, 3.852, -1.579], [-5.455, 2.782, -0.947], [-4.790, 1.588, -0.627], [0.058, -0.497, -1.264], [0.775, 0.244, -2.821], [0.112, 1.314, -3.502], [0.678, 1.851, -4.672], [1.880, 1.412, -5.140], [2.514, 0.326, -4.542], [1.979, -0.198, -3.371], [1.163, -1.804, -0.879], [2.368, -1.437, -0.290], [3.382, -2.359, -0.048], [3.138, -3.692, -0.444], [1.927, -4.094, -1.000], [0.953, -3.145, -1.283], [-3.505, -3.895, -2.874], [-3.043, -6.168, -3.834], [-0.446, -4.741, -6.608], [-0.562, -2.376, -5.687], [-3.534, -2.503, -0.572], [-5.241, -3.721, 0.735], [-6.023, -2.795, 2.946], [-5.265, -0.524, 3.560], [-3.426, 0.622, 2.312], [-1.766, 2.447, -1.873], [-3.060, 4.414, -2.652], [-5.338, 4.790, -1.735], [-6.497, 2.826, -0.699], [-5.381, 0.798, -0.210], [-0.900, 1.640, -3.231], [0.107, 2.603, -5.209], [2.316, 1.849, -6.016], [3.356, -0.143, -4.961], [2.585, -1.001, -2.898], [2.542, -0.392, 0.040], [4.398, -2.038, 0.310], [3.909, -4.450, -0.335], [1.700, -5.128, -1.194], [-0.018, -3.379, -1.790], [6.623, 0.980, -0.176], [5.657, 2.403, -0.516], [5.869, 3.191, -1.671], [4.812, 4.027, -2.034], [3.700, 4.112, -1.246], [3.546, 3.430, -0.082], [4.526, 2.643, 0.270], [6.761, 3.085, -2.276], [4.812, 4.618, -2.949], [2.844, 4.630, -1.601], [4.382, 2.057, 1.176]], "lowdin_spin": [0.345, 0.129, 0.104, 0.095, 0.338, 0.357, 0.314, 0.034, 0.047, 0.003, 0.053, -0.007, 0.041, 0.078, 0.111, 0.033, 0.135, 0.015, 0.140, 0.005, 0.002, 0.001, -0.001, 0.002, -0.001, 0.000, 0.005, -0.001, 0.007, 0.000, 0.508, 0.053, 0.021, 0.003, 0.005, -0.001, 0.011, 0.239, 0.137, 0.036, 0.012, 0.001, 0.008, 0.000, 0.014, 0.026, 0.011, -0.001, 0.010, 0.000, 0.011, 0.274, 0.066, 0.036, 0.005, 0.018, 0.005, 0.021, 0.034, 0.010, -0.001, 0.007, 0.003, 0.014, 0.002, 0.000, 0.000, 0.005, 0.000, 0.000, 0.000, 0.000, 0.004, 0.000, 0.000, 0.001, 0.000, 0.000, 0.003, 0.000, 0.001, 0.000, 0.001, 0.003, 0.000, 0.000, 0.000, 0.001, 0.000, 0.000, 0.000, 0.000, 0.000, 0.000, 0.000, 0.000, 0.000, 0.000, 0.000]}



{"formula": "C48H39InN2O2P2Se4", "method": "ωB97M-V/def2-TZVPD", "charge": 0, "orbital_gap_ev": 7.462, "e_homo_ev": -6.983, "energy_ev": -342625.96827, "e_above_lowest_kcal_mol": 0.0, "elements": ["In", "Se", "Se", "Se", "Se", "O", "C", "C", "C", "C", "C", "C", "C", "N", "C", "C", "N", "H", "H", "H", "H", "H", "H", "H", "C", "C", "C", "C", "C", "C", "C", "C", "P", "C", "C", "C", "C", "C", "C", "C", "C", "C", "C", "C", "C", "C", "O", "C", "C", "C", "C", "C", "C", "P", "C", "C", "C", "C", "C", "C", "C", "C", "C", "C", "C", "C", "H", "H", "H", "H", "H", "H", "H", "H", "H", "H", "H", "H", "H", "H", "H", "H", "H", "H", "H", "H", "H", "H", "H", "H", "H", "H", "H", "H", "H", "H", "H", "H"], "xyz": [[1.744, 1.160, 0.485], [1.702, 1.421, 3.096], [3.785, 2.442, 3.307], [5.165, 1.007, 2.103], [4.325, 1.370, -0.030], [1.216, 1.020, -1.550], [1.448, 1.836, -2.556], [1.554, 1.279, -3.847], [1.738, 2.062, -4.965], [1.834, 3.451, -4.846], [1.736, 4.011, -3.590], [1.537, 3.241, -2.439], [1.400, 3.917, -1.139], [1.419, 3.374, 0.068], [1.328, 4.395, 0.994], [1.234, 5.575, 0.339], [1.279, 5.258, -1.005], [1.476, 0.201, -3.921], [1.815, 1.595, -5.940], [1.991, 4.076, -5.715], [1.829, 5.088, -3.510], [1.354, 4.188, 2.050], [1.146, 6.588, 0.690], [1.215, 5.912, -1.763], [-3.010, -3.213, -2.903], [-2.946, -3.359, -1.369], [-3.921, -4.455, -0.926], [-3.323, -2.021, -0.749], [-4.640, -1.581, -0.708], [-4.975, -0.311, -0.261], [-3.976, 0.559, 0.145], [-2.646, 0.156, 0.134], [-1.297, 1.313, 0.617], [-1.789, 2.743, -0.435], [-1.575, 2.553, -1.803], [-1.888, 3.546, -2.718], [-2.418, 4.753, -2.279], [-2.643, 4.950, -0.923], [-2.333, 3.950, -0.006], [-1.781, 1.722, 2.342], [-2.406, 0.748, 3.123], [-2.654, 0.967, 4.472], [-2.289, 2.170, 5.059], [-1.657, 3.142, 4.296], [-1.392, 2.914, 2.954], [-2.351, -1.132, -0.301], [-1.023, -1.470, -0.275], [-0.635, -2.767, -0.496], [0.696, -3.048, -0.191], [1.159, -4.338, -0.406], [0.306, -5.316, -0.894], [-1.014, -5.004, -1.170], [-1.519, -3.721, -0.980], [1.773, -1.752, 0.542], [1.759, -2.233, 2.305], [2.799, -1.866, 3.156], [2.714, -2.118, 4.517], [1.579, -2.715, 5.049], [0.527, -3.060, 4.211], [0.618, -2.824, 2.846], [3.391, -2.243, -0.135], [3.670, -1.761, -1.414], [4.838, -2.126, -2.065], [5.752, -2.957, -1.430], [5.489, -3.430, -0.152], [4.308, -3.082, 0.491], [-4.022, -2.940, -3.216], [-2.735, -4.154, -3.386], [-2.323, -2.437, -3.247], [-4.940, -4.222, -1.236], [-3.908, -4.578, 0.159], [-3.668, -5.411, -1.384], [-5.430, -2.237, -1.053], [-6.011, 0.003, -0.247], [-4.226, 1.563, 0.469], [-1.143, 1.620, -2.150], [-1.698, 3.380, -3.772], [-2.656, 5.536, -2.990], [-3.069, 5.882, -0.573], [-2.535, 4.121, 1.042], [-2.703, -0.194, 2.678], [-3.132, 0.196, 5.063], [-2.487, 2.345, 6.110], [-1.348, 4.075, 4.752], [-0.850, 3.661, 2.389], [2.195, -4.576, -0.195], [0.670, -6.322, -1.062], [-1.664, -5.779, -1.559], [3.665, -1.344, 2.768], [3.530, -1.820, 5.165], [1.509, -2.901, 6.114], [-0.366, -3.519, 4.618], [-0.206, -3.110, 2.202], [2.974, -1.078, -1.893], [5.046, -1.739, -3.054], [6.676, -3.226, -1.927], [6.202, -4.076, 0.347], [4.105, -3.467, 1.483]], "lowdin_charge": [0.059, 0.127, -0.017, -0.031, 0.104, -0.246, -0.374, -0.012, -0.084, -0.101, -0.047, -0.093, -0.254, 0.016, -0.141, -0.056, 0.129, 0.115, 0.102, 0.097, 0.102, 0.066, 0.114, 0.145, -0.006, -0.428, -0.031, -0.091, -0.017, -0.060, -0.070, -0.270, 1.132, -0.343, -0.099, -0.070, -0.087, -0.083, -0.084, -0.373, -0.086, -0.076, -0.082, -0.080, -0.158, -0.184, -0.002, -0.195, -0.253, -0.056, -0.059, -0.018, -0.092, 1.111, -0.365, -0.156, -0.075, -0.081, -0.079, -0.079, -0.387, -0.137, -0.074, -0.079, -0.074, -0.090, 0.090, 0.090, 0.099, 0.076, 0.103, 0.075, 0.110, 0.106, 0.117, 0.106, 0.111, 0.101, 0.102, 0.092, 0.104, 0.104, 0.103, 0.108, 0.077, 0.108, 0.107, 0.110, 0.045, 0.111, 0.102, 0.102, 0.102, 0.089, 0.108, 0.103, 0.104, 0.104]}